DFT (ωB97M-V/def2-TZVPD) results for C39H65Br2KN2O2PSSi4 as an isolated structure.

Values from the calculation:
Highest occupied orbital energy   -3.47 eV
DFT total energy   -256620.909 eV
HOMO-LUMO gap   5.589 eV
Energy relative to the best compared isomer or geometry (same formula, charge and spin)   0.00 kJ/mol
Charge   -1

The geometry in XYZ format:
```
117
Properties=species:S:1:pos:R:3:forces:R:3:lowdin_charge:R:1
Br -0.546 -1.130 -2.707 0.2037 -0.4351 -0.2543 0.383
Br -3.329 2.585 -1.638 -0.2054 0.1021 0.0503 0.350
K -0.531 1.211 -0.735 -0.7570 0.4487 -1.0649 0.395
S -2.201 -1.916 0.529 0.4267 -0.1756 -0.2459 0.863
P -0.909 2.439 2.120 -0.1136 0.1879 0.4854 1.012
Si -0.148 -4.920 -2.919 0.0908 0.2265 -0.0239 0.357
Si 2.162 -2.368 -4.590 -0.0398 -0.0992 0.1212 0.327
Si 0.957 -2.857 -2.640 -0.0964 0.0449 0.0204 0.139
Si 2.292 -2.777 -0.721 0.0042 0.0017 -0.1294 0.355
O -1.709 -3.066 -0.302 -0.0833 -0.0127 0.0829 -0.579
O 1.063 0.718 0.909 0.8395 -0.0408 0.9523 -0.237
N 4.091 2.381 -1.149 -0.0560 -0.2014 -0.0848 -0.196
N 1.767 2.424 -2.027 0.2704 -0.2290 0.0185 0.171
C -1.327 2.866 4.962 -0.0570 -0.0453 0.0709 -0.072
C -0.204 0.857 4.268 0.0822 0.0823 -0.0389 -0.253
C 3.458 -3.668 -5.013 0.0974 -0.0708 -0.0174 -0.216
C -3.299 -1.788 3.109 -0.0085 -0.0082 0.0178 -0.123
C -0.555 1.287 6.613 0.0060 -0.0158 -0.0129 -0.109
C -3.966 1.570 2.053 0.0063 0.0097 -0.0077 -0.088
C 5.207 2.048 -2.015 -0.0711 0.0521 0.0672 -0.049
C 3.484 -4.230 -0.888 0.0415 -0.1050 0.0031 -0.213
C 2.856 2.372 -1.634 -0.1806 0.3994 0.0459 -0.288
C 0.262 5.416 -0.416 0.0165 0.0220 0.0353 -0.078
C 1.376 -2.932 0.897 -0.0768 -0.0468 0.0708 -0.198
C -4.903 3.850 2.431 0.0333 -0.0131 0.0201 -0.064
C 1.444 5.911 0.117 -0.0276 -0.0178 -0.0192 -0.095
C -0.834 2.068 3.932 0.0228 -0.1077 -0.0826 -0.270
C -2.490 3.618 2.333 0.0015 0.0567 0.0332 -0.266
C -2.682 -2.710 2.071 -0.1176 -0.0204 0.0847 -0.386
C 1.324 4.280 1.923 -0.0867 0.0734 -0.0132 -0.266
C -0.406 4.401 0.248 0.0001 -0.0629 -0.0439 -0.126
C -1.889 -4.592 -3.515 -0.1149 -0.0755 -0.0233 -0.217
C 3.031 -0.712 -4.451 0.0164 0.1163 -0.0292 -0.222
C 3.284 -1.195 -0.671 0.0639 0.1469 0.0588 -0.207
C 0.343 0.089 3.105 -0.0370 0.0195 -0.0022 -0.131
C 0.931 -2.284 -6.002 -0.0485 -0.0152 -0.1084 -0.223
C 0.531 1.102 1.963 -0.1396 -0.1418 0.0139 -0.507
C -3.539 5.796 2.703 -0.0360 -0.0504 -0.0113 -0.103
C 0.753 -5.928 -4.233 0.0204 -0.0903 -0.0812 -0.232
C -4.798 5.217 2.642 0.0372 -0.0063 -0.0017 -0.107
C -3.772 3.048 2.283 -0.0243 -0.0066 -0.0099 -0.279
C -0.063 0.478 5.593 -0.0442 -0.0307 0.0094 -0.056
C 0.100 3.818 1.413 0.2003 -0.0611 -0.0690 -0.295
C -2.413 4.997 2.545 0.0342 0.0085 -0.0148 -0.119
C -1.185 2.479 6.292 -0.0114 -0.0101 -0.0489 -0.100
C 4.372 3.084 0.091 -0.0700 -0.0709 0.0504 -0.030
C -2.343 1.383 -2.963 0.1430 -0.1736 0.0491 -0.723
C -0.146 -5.968 -1.365 0.0347 -0.0757 -0.0002 -0.212
C 1.952 5.350 1.277 -0.0138 -0.0463 0.0156 -0.089
C -4.705 -2.611 -0.467 -0.0213 0.0473 0.0151 -0.120
C -3.801 -1.435 -0.140 -0.0597 0.0727 -0.0248 -0.372
C 2.010 3.687 3.130 -0.0063 0.0249 -0.0475 -0.043
H 1.292 -0.408 3.321 0.0138 0.0073 0.0198 0.123
H -1.736 -3.127 2.423 0.0000 -0.0067 0.0052 0.083
H -1.356 4.053 -0.150 0.0157 0.0185 0.0341 0.048
H 3.002 -4.642 -5.203 0.0570 0.0849 -0.0161 0.001
H -3.354 0.973 2.732 -0.0265 0.0782 -0.0116 0.047
H -2.364 -3.827 -2.899 -0.0019 -0.0097 0.0567 0.001
H -3.680 1.310 1.030 0.0086 0.0477 0.0524 0.021
H -1.571 3.117 7.079 0.0022 0.0019 -0.0093 0.093
H 0.184 -1.508 -5.820 0.0406 -0.0234 -0.0110 0.019
H 4.008 -3.369 -5.913 -0.0182 -0.0202 0.0457 0.028
H 4.198 -4.229 -0.058 -0.0326 -0.0125 -0.0480 0.029
H -5.209 -2.993 0.423 0.0131 -0.0129 -0.0008 0.068
H 0.438 -0.457 5.829 -0.0108 0.0245 -0.0085 0.105
H -1.894 -4.240 -4.551 0.0204 -0.0109 0.0586 0.029
H 5.908 1.410 -1.475 0.0249 -0.0136 0.0138 0.086
H -5.691 5.822 2.752 0.0113 -0.0021 -0.0045 0.090
H -0.570 -5.415 -0.530 -0.0692 0.0352 0.0775 0.008
H 2.619 -0.328 -0.616 0.0823 -0.0616 -0.0047 0.006
H -5.885 3.389 2.377 0.0400 0.0199 -0.0008 0.100
H -1.438 5.474 2.587 -0.0111 -0.0179 0.0083 0.102
H 4.843 1.510 -2.884 -0.0350 -0.0629 -0.0727 0.078
H -0.148 5.820 -1.334 0.0127 -0.0032 0.0193 0.106
H -3.142 1.100 -3.658 -0.1225 0.0550 0.0316 -0.104
H 0.868 -1.990 1.121 0.0214 -0.0492 -0.0271 0.005
H 3.442 3.246 0.631 0.0152 -0.0061 -0.0278 0.069
H -4.241 -0.737 0.576 0.0113 -0.0168 -0.0601 0.063
H -4.129 -3.421 -0.914 0.0386 -0.0080 -0.0270 0.062
H 5.730 2.950 -2.349 0.0150 0.0019 -0.0017 0.086
H 2.947 -5.183 -0.867 0.0529 0.0358 0.0051 0.011
H 2.872 5.742 1.702 0.0134 -0.0106 -0.0186 0.101
H -3.431 6.862 2.867 -0.0005 -0.0080 -0.0010 0.091
H 4.184 -3.792 -4.204 -0.0276 0.0230 -0.0525 0.014
H 4.052 -4.188 -1.823 -0.0302 0.0116 0.0561 0.011
H 3.933 -0.798 -3.839 -0.0321 0.0265 0.0094 0.009
H 4.847 4.051 -0.100 -0.0238 0.0156 -0.0192 0.091
H 1.805 -6.083 -3.974 -0.0909 -0.0234 0.0061 0.020
H 2.377 0.048 -4.013 0.0517 -0.0338 -0.0062 0.019
H 3.906 -1.189 0.233 -0.0245 0.0369 -0.0513 0.040
H -0.742 -6.872 -1.534 0.0262 0.0492 0.0472 0.029
H -1.834 3.793 4.731 0.0111 0.0269 -0.0101 0.093
H -0.444 0.988 7.649 0.0066 0.0052 -0.0265 0.090
H 2.769 4.379 3.501 -0.0073 -0.0231 0.0020 0.073
H -3.327 -3.546 1.793 -0.0001 0.0277 0.0332 0.086
H 2.116 -3.118 1.683 -0.0798 0.0181 0.0365 0.038
H -3.473 -2.340 4.034 -0.0042 0.0082 0.0027 0.078
H 2.505 2.745 2.877 -0.0172 0.0055 -0.0030 0.076
H -1.745 2.132 -3.502 -0.0170 0.0558 -0.0398 -0.097
H 0.279 -6.912 -4.322 0.0381 0.0364 -0.0225 0.028
H 1.318 3.471 3.940 -0.0671 -0.0138 0.0255 0.068
H -5.014 1.292 2.200 0.0528 0.0218 -0.0136 0.078
H 0.714 -5.444 -5.214 0.0083 -0.0454 0.0681 0.014
H -5.471 -2.303 -1.178 -0.0050 0.0035 0.0163 0.077
H -4.256 -1.381 2.779 0.0329 -0.0152 0.0026 0.066
H 0.639 -3.738 0.891 0.0517 0.0462 0.0023 0.014
H -0.354 -0.688 2.767 0.0244 -0.0017 0.0196 0.091
H 3.938 -1.099 -1.539 0.0204 0.0236 -0.0272 0.011
H -2.480 -5.512 -3.458 -0.0255 0.0610 -0.0399 0.030
H 5.037 2.478 0.709 0.0164 -0.0206 -0.0147 0.091
H 1.968 6.727 -0.367 -0.0080 -0.0065 0.0081 0.094
H 0.870 -6.283 -1.104 -0.0925 0.0411 -0.0024 0.016
H 3.330 -0.374 -5.449 0.0112 0.0238 0.0396 0.031
H -3.529 -0.852 -1.028 -0.0348 -0.0379 -0.0034 0.077
H 0.403 -3.234 -6.131 0.0333 0.0568 -0.0011 0.015
H -2.641 -0.950 3.344 -0.0021 -0.0410 -0.0072 0.053
H 1.455 -2.056 -6.936 -0.0665 0.0017 0.0074 0.029
```
Positions in Å, forces in eV/Å.



DFT (ωB97M-V/def2-TZVPD) results for a 2-piece molecular cluster, C39H65N5O4PS3 overall.

Values from the calculation:
Highest occupied orbital energy   -10.36 eV
DFT total energy   -98921.776 eV
HOMO-LUMO gap   7.570 eV
Charge   +1

The geometry in XYZ format:
```
117
Properties=species:S:1:pos:R:3:forces:R:3:lowdin_charge:R:1
S 4.171 5.645 -5.686 2.6757 1.2750 2.8639 0.677
S -4.888 -0.317 -1.431 -0.0663 0.6278 -1.4310 0.653
S -5.481 2.462 -2.393 0.4226 -0.4410 0.0070 0.820
P 0.354 -2.913 4.711 0.6718 -0.0264 0.1632 1.028
O 5.529 5.261 -5.228 -1.7086 -0.7833 -1.6432 -0.370
O 3.851 6.934 -5.072 -1.0450 -1.3090 -1.5368 -0.342
O 4.224 0.290 -0.366 -0.8575 0.4525 -0.4645 0.091
O 3.936 1.401 -2.286 -1.5376 -0.7358 1.1135 -0.043
N 1.159 5.817 -4.988 -3.0857 -2.5990 1.2099 0.127
N -4.984 0.252 -4.091 -0.3490 1.0195 0.7730 -0.153
N -4.489 -0.783 -5.975 0.6207 -0.6965 0.3221 0.019
N -1.708 0.779 -3.128 0.6840 0.0670 0.3543 -0.007
N -0.545 3.459 -4.116 0.8965 2.8941 -0.5932 0.163
C 0.814 3.353 -4.402 0.5746 -0.8660 0.0595 -0.116
C 2.792 -3.948 7.782 0.0877 -0.1464 0.0415 -0.097
C -0.216 -4.098 5.934 -0.4542 -0.8918 0.5142 -0.266
C -4.246 -0.826 -4.655 -2.0955 1.7146 -2.5344 -0.145
C 0.700 -1.893 1.365 -0.0445 -0.1904 -0.3741 -0.243
C -2.594 -1.766 3.170 -0.0125 0.2455 0.1701 -0.256
C 2.186 1.932 1.065 -0.2958 -0.7269 -0.4344 -0.088
C -2.751 -3.710 6.083 0.0870 0.1414 -0.4168 -0.257
C -2.650 -2.802 7.300 -0.1918 -0.0358 -0.0084 -0.090
C 4.333 0.278 -3.110 -0.2168 -0.8135 -0.9670 -0.133
C 1.379 -3.087 2.027 0.2103 0.5418 0.1146 -0.219
C -2.525 5.022 -3.894 1.3354 0.0271 -0.3950 -0.142
C 2.052 -2.449 5.172 0.3449 0.3281 0.0802 -0.265
C 3.714 2.978 -5.002 -3.0137 0.9642 0.3876 0.016
C 2.862 1.813 -4.582 -1.3728 1.0488 -0.4262 -0.126
C -5.652 0.939 -5.114 0.1694 -1.0549 -3.3339 -0.082
C 0.636 0.681 -3.897 -0.5863 0.3984 0.0183 -0.111
C 1.431 1.975 -4.282 2.9548 0.5148 -0.6388 -0.055
C 3.598 0.416 -4.528 0.6700 1.7721 -0.0166 -0.103
C 3.016 -4.558 6.403 -0.0805 -0.0860 0.0494 -0.260
C -5.093 0.682 -2.734 0.7844 -0.3642 0.5442 -1.004
C -0.508 -1.332 4.739 -0.4672 1.1099 0.1335 -0.250
C 0.571 -3.764 3.145 -0.0550 -0.6583 -0.7012 -0.262
C 2.116 1.414 -0.423 0.1501 1.6908 -1.1188 -0.145
C -1.971 -1.014 4.360 -0.6439 -0.3142 0.1953 -0.219
C -3.860 3.372 -2.481 1.0164 -0.3754 -1.0968 -0.456
C -1.621 -4.714 5.928 -0.6113 0.1201 -0.0944 -0.214
C 3.500 1.013 -1.025 1.2396 -1.0151 1.1086 -0.421
C 1.615 4.517 -4.811 2.4086 -1.4054 -0.4907 -0.167
C 3.078 4.266 -5.109 -0.4666 -1.5024 -0.0079 -0.173
C 3.140 -3.533 5.270 0.0344 -0.4465 -0.0151 -0.219
C -0.298 0.792 -2.624 -1.2972 0.6185 -0.7063 -0.255
C -0.158 5.860 -4.676 0.0995 0.1412 0.0776 -0.043
C 4.145 5.661 -7.519 -0.2267 -1.0096 -0.6789 -0.137
C -5.362 0.253 -6.370 0.4834 0.8748 5.5140 -0.075
C -0.388 -2.344 0.396 -0.0076 0.1277 -0.0248 -0.097
C -1.017 4.724 -4.233 0.6947 -0.3212 -0.2744 -0.193
C -3.470 3.759 -3.984 -1.0003 1.3265 1.2153 -0.232
C -2.774 -0.831 1.993 -0.1146 -0.0437 -0.3653 -0.115
H -0.651 6.870 -4.744 0.5624 -1.1318 -0.0038 0.126
H 0.410 -4.979 5.816 0.4799 0.2578 -0.0717 0.083
H 4.796 2.867 -5.248 -1.1125 0.1234 0.3336 0.124
H 2.026 -1.850 6.086 -0.1851 -0.0863 0.0331 0.099
H 0.008 -3.692 6.923 0.0808 0.1283 -0.1058 0.093
H -2.848 -3.365 8.213 0.0396 0.0684 0.0393 0.086
H 4.422 0.498 -5.298 -1.0473 -0.3782 0.6472 0.117
H 1.283 -0.222 -3.756 -0.2375 1.1467 -0.2235 0.097
H -3.954 4.299 -1.843 -0.3806 -1.0687 -0.7271 0.083
H 2.923 -0.436 -4.784 0.7309 0.7417 0.3235 0.102
H 1.425 0.543 -0.576 0.7532 0.7104 0.2750 0.087
H 3.624 6.545 -7.962 0.4967 -0.6318 0.7466 0.075
H -2.858 5.873 -4.559 0.2492 -1.0241 0.5862 0.118
H -0.180 -0.044 -1.882 0.4740 0.6708 -0.6557 0.082
H 5.209 5.564 -7.871 -1.0092 0.3981 0.6171 0.078
H -2.616 -1.134 5.228 0.1902 -0.2149 0.1658 0.083
H 2.236 -5.282 6.176 -0.0927 0.0232 0.0066 0.079
H 4.105 -3.031 5.384 -0.1615 0.1736 -0.0746 0.125
H -3.378 -1.992 7.235 -0.0423 -0.0876 0.0974 0.080
H -0.190 1.790 -2.106 0.1559 -1.1644 -0.4839 0.099
H 2.382 -1.745 4.399 -0.2033 0.0091 -0.0216 0.099
H 1.125 -4.675 3.400 -0.1317 0.0376 0.3120 0.106
H -1.901 -0.077 -3.647 -0.1084 0.2315 0.4363 0.044
H -1.150 -2.941 0.900 -0.0891 0.0663 -0.0735 0.063
H 3.923 -5.169 6.429 0.0450 0.1833 -0.0700 0.117
H -3.016 2.777 -2.045 -0.9354 0.4198 -0.2108 0.063
H 2.026 -3.172 7.788 -0.0011 -0.0090 -0.0017 0.050
H 2.354 -2.773 2.407 -0.0169 -0.1198 0.0779 0.103
H 1.134 1.980 1.475 1.1193 0.0922 -0.4463 0.075
H -5.734 0.533 -7.375 0.6279 -0.6894 0.8881 0.104
H -3.054 2.897 -4.560 -0.2220 0.7757 0.6428 0.100
H -0.031 0.446 -4.783 0.5835 0.2125 1.0048 0.131
H -6.305 1.824 -4.969 0.7922 -0.9742 0.2817 0.099
H 3.996 -0.702 -2.663 0.6377 1.1467 -0.1378 0.131
H 3.717 -3.503 8.153 -0.0808 0.0372 0.0588 0.085
H 0.110 -0.640 4.163 0.3419 -0.2396 -0.0518 0.091
H -0.868 -1.481 -0.067 -0.0996 -0.1235 -0.0132 0.058
H -3.571 -2.177 3.437 0.0838 0.0609 0.0997 0.115
H -1.984 -2.632 2.907 0.0485 0.0447 -0.1215 0.072
H -2.715 -3.140 5.164 -0.1967 0.3658 -0.0444 0.050
H -1.670 -2.332 7.402 0.0481 -0.0185 -0.0109 0.058
H 2.472 -4.716 8.488 0.1177 0.0644 0.0421 0.083
H 3.624 4.720 -7.869 0.4323 1.0339 0.5080 0.073
H -0.404 -0.979 5.774 0.2875 -0.2091 -0.0049 0.106
H -1.766 -5.258 4.989 0.0063 -0.0552 0.0960 0.115
H 1.586 -3.834 1.255 -0.0357 -0.0509 0.1491 0.126
H -3.102 -1.377 1.108 0.0370 0.1434 -0.0480 0.058
H -1.840 -0.310 1.772 -0.0328 0.0045 -0.1416 0.068
H 0.295 -1.210 2.113 -0.0825 0.0409 0.0265 0.081
H -3.530 -0.073 2.210 0.0538 -0.0491 0.0430 0.090
H 2.642 2.958 1.080 -0.3478 -1.0987 0.1681 0.090
H -0.386 -4.129 2.767 -0.1048 0.1136 0.0445 0.093
H 1.713 2.266 -1.045 0.2524 -0.9837 0.4794 0.112
H -4.440 4.119 -4.443 1.1087 -0.5690 0.2337 0.101
H -3.620 -1.543 -4.086 -0.7401 0.7749 -0.5457 0.120
H 2.762 1.195 1.681 -0.3297 0.8561 -0.4393 0.070
H 1.443 -1.318 0.808 0.0945 -0.0500 0.0777 0.101
H -1.689 -5.451 6.734 0.3348 -0.0104 -0.0516 0.124
H 5.450 0.282 -3.252 -1.1927 -0.0098 0.3189 0.137
H -3.728 -4.195 6.047 0.1035 -0.2031 0.1914 0.124
H 0.029 -2.963 -0.400 0.0861 0.0341 0.0204 0.088
H -2.043 0.065 4.185 0.3167 -0.1361 -0.1681 0.122
H -2.368 0.930 -2.366 0.1454 -0.5429 -0.3115 0.012
H -2.509 5.462 -2.850 -0.1616 -0.5317 -1.0314 0.119
H 3.199 -4.077 4.323 0.0522 0.0862 -0.0224 0.103
```
Positions in Å, forces in eV/Å.